C2H2FN3O | the ωB97M-V functional and the def2-TZVPD basis

Each line ends with the natural charge from an NBO analysis.
Atoms and positions in Å:
1 C -0.320 -0.829 0.002  -0.199
2 C -1.386 0.057 -0.002  0.467
3 H 2.479 0.553 0.010  0.497
4 H -0.245 -1.896 -0.008  0.249
5 N 0.710 0.029 0.003  0.147
6 N -0.948 1.329 -0.001  -0.283
7 N 0.368 1.298 -0.001  -0.101
8 O 2.021 -0.323 -0.002  -0.490
9 F -2.679 -0.219 0.000  -0.288

Cartesian forces (eV/Å) of the 6 atoms listed first:
C -0.6 0.5 0.0
C 0.6 0.6 0.0
H -0.3 -0.7 0.0
H 0.1 -0.1 0.0
N 0.0 0.2 0.0
N -0.2 -0.6 0.0

Results
LUMO level in eV: 0.7261
Energy in hartree: -416.68659
Net charge: 0
Kohn-Sham gap in eV: 10.68
ΔE to the lowest compared entry with this formula, charge and spin in kJ/mol: 185.09
Molar mass in u: 103.056
Structure (SMILES): On1cc(F)nn1
HOMO energy in eV: -9.95


C2H2FN3O6 | the ωB97M-V functional and the def2-TZVPD basis

Each line ends with the natural charge from an NBO analysis.
Atoms and positions in Å:
1 C 0.301 0.178 0.283  -0.011
2 C -0.975 -0.402 -0.001  0.110
3 N -3.723 0.070 -1.010  0.761
4 N -1.954 0.142 0.667  0.379
5 N -1.078 -1.548 -0.981  0.554
6 O -3.261 1.083 -1.287  -0.249
7 O -1.969 1.028 1.480  -0.378
8 O -1.974 -1.791 -1.672  -0.335
9 O -4.353 -0.777 -1.437  -0.196
10 O -3.257 -0.412 0.489  -0.359
11 O 0.003 -2.066 -1.029  -0.357
12 F 0.924 0.293 -0.895  -0.335
13 H 1.005 -0.329 0.976  0.202
14 H 0.028 1.178 0.718  0.213

Cartesian forces (eV/Å) of the 6 atoms listed first:
C 1.3 1.2 1.5
C -2.0 -0.9 0.5
N 1.1 -1.3 2.7
N -2.9 -1.4 -0.2
N 3.5 2.0 2.7
O 0.4 1.9 -1.0

Results
LUMO level (spin up / spin down) in eV: -1.2337 / -1.2334
Energy in hartree: -792.57126
Net charge: 0
Kohn-Sham gap (spin up / spin down) in eV: 9.26 / 9.26
ΔE to the lowest compared entry with this formula, charge and spin in kJ/mol: 64.84
Molar mass in u: 183.051
HOMO energy (spin up / spin down) in eV: -10.49 / -10.49


C2H2FNO | the ωB97M-V functional and the def2-TZVPD basis

Each line ends with the natural charge from an NBO analysis.
Atoms and positions in Å:
1 C -1.709 0.184 0.147  0.315
2 C -0.322 0.280 -0.116  -0.073
3 N -2.889 -0.102 -0.011  0.000
4 O -4.542 -0.390 -0.120  -0.391
5 F 0.091 1.593 -0.074  -0.323
6 H -0.216 -0.330 -1.049  0.234
7 H 0.475 -0.155 0.618  0.238

Cartesian forces (eV/Å) of the 6 atoms listed first:
C -9.7 -2.5 -0.7
C 3.7 -1.0 1.3
N 3.3 1.3 1.0
O 4.8 0.8 0.4
F -0.3 0.3 -1.2
H 0.4 1.3 0.1

Results
LUMO level in eV: -0.2729
Energy in hartree: -307.03860
Net charge: 0
Kohn-Sham gap in eV: 10.00
ΔE to the lowest compared entry with this formula, charge and spin in kJ/mol: 547.35
Molar mass in u: 75.042
Structure (SMILES): [O-][N+]#CCF
HOMO energy in eV: -10.27


C2H2FNO | the ωB97M-V functional and the def2-TZVPD basis

Each line ends with the natural charge from an NBO analysis.
Atoms and positions in Å:
1 C -0.673 -0.605 0.500  0.182
2 C 2.171 1.229 -0.174  0.519
3 N -0.473 0.481 0.278  -0.427
4 O 2.529 0.274 0.351  -0.135
5 F 1.807 -1.326 0.215  -0.629
6 H -0.764 -1.637 0.696  0.243
7 H 1.576 1.821 -0.824  0.247

Cartesian forces (eV/Å) of the 6 atoms listed first:
C 0.0 -1.8 0.3
C 0.8 -2.3 1.3
N 0.0 2.5 -0.5
O 0.8 3.7 -0.3
F -1.0 -1.8 -0.5
H -0.1 -0.5 0.1

Results
LUMO level (spin up / spin down) in eV: -0.6093 / -0.6356
Energy in hartree: -307.06979
Net charge: 0
Kohn-Sham gap (spin up / spin down) in eV: 9.05 / 8.78
ΔE to the lowest compared entry with this formula, charge and spin in kJ/mol: 465.48
Molar mass in u: 75.042
HOMO energy (spin up / spin down) in eV: -9.66 / -9.41


C2H2FNO2 | the ωB97M-V functional and the def2-TZVPD basis

Each line ends with the natural charge from an NBO analysis.
Atoms and positions in Å:
1 C 0.156 0.615 0.075  -0.175
2 C -1.296 -0.395 -0.061  0.396
3 N 1.369 -0.011 -0.047  0.431
4 O 1.275 -1.263 0.001  -0.424
5 O 2.392 0.661 -0.043  -0.361
6 F -2.455 0.184 -0.025  -0.281
7 H -0.234 1.614 0.354  0.240
8 H -1.207 -1.404 -0.255  0.174

Cartesian forces (eV/Å) of the 6 atoms listed first:
C -9.1 -2.7 -0.5
C 6.8 6.1 0.8
N 0.0 -1.4 1.4
O 1.2 1.1 -0.6
O -0.3 -0.5 -0.4
F 0.1 -0.1 0.1

Results
LUMO level (spin up / spin down) in eV: -1.2157 / -1.8822
Energy in hartree: -382.25717
Net charge: 0
Kohn-Sham gap (spin up / spin down) in eV: 8.77 / 7.79
ΔE to the lowest compared entry with this formula, charge and spin in kJ/mol: 717.43
Molar mass in u: 91.041
Structure (SMILES): O=[N+]([O-])/C=C/F
HOMO energy (spin up / spin down) in eV: -9.98 / -9.67


C2H2FNO2 | the ωB97M-V functional and the def2-TZVPD basis

Each line ends with the natural charge from an NBO analysis.
Atoms and positions in Å:
1 C -0.263 0.094 -1.336  -0.806
2 C 0.765 -0.458 -1.891  0.728
3 N -0.375 0.515 2.213  0.506
4 O 1.677 -0.964 -2.396  -0.449
5 O -1.278 0.011 2.700  -0.163
6 F 0.891 0.142 2.908  -0.342
7 H -1.184 -0.445 -1.223  0.262
8 H -0.233 1.104 -0.975  0.264

Cartesian forces (eV/Å) of the 6 atoms listed first:
C -1.0 0.5 0.6
C 1.0 -0.6 -0.6
N -1.2 -0.6 0.6
O -0.2 0.1 0.1
O 1.6 0.6 -0.6
F -0.4 0.0 0.0

Results
LUMO level in eV: -0.9689
Energy in hartree: -382.37487
Net charge: 0
Kohn-Sham gap in eV: 8.56
ΔE to the lowest compared entry with this formula, charge and spin in kJ/mol: 408.42
Molar mass in u: 91.041
Structure (SMILES): C=C=O.O=NF
HOMO energy in eV: -9.53


C2H2FNdO2 | the ωB97M-V functional and the def2-TZVPD basis

Each line ends with the Mulliken charge.
Atoms and positions in Å:
1 F 3.545 0.217 0.114  -0.447
2 O -3.228 0.922 0.084  -0.092
3 C -2.625 -0.039 -0.038  0.493
4 C -2.027 -1.388 0.020  -0.142
5 O -0.955 -0.527 -0.301  -0.641
6 Nd 1.458 -0.086 0.032  2.238
7 H -2.406 -2.007 -0.809  0.294
8 H -2.048 -1.774 1.052  0.298

Cartesian forces (eV/Å) of the 6 atoms listed first:
F -3.6 -0.5 -0.1
O 1.7 -1.2 -0.7
C -2.8 -0.3 1.3
C -2.1 1.7 -0.2
O 4.3 0.7 0.0
Nd 2.1 0.3 -0.3

Results
LUMO level (spin up / spin down) in eV: -12.1821 / -10.5170
Energy in hartree: -888.44515
Net charge: +2
Kohn-Sham gap (spin up / spin down) in eV: 7.99 / 9.67
ΔE to the lowest compared entry with this formula, charge and spin in kJ/mol: 104.70
Molar mass in u: 221.274
HOMO energy (spin up / spin down) in eV: -20.17 / -20.19
Spin multiplicity: 4
Expectation value of S²: 3.760


C2H2FO2S | the ωB97M-V functional and the def2-TZVPD basis

Each line ends with the natural charge from an NBO analysis.
Atoms and positions in Å:
1 C -1.265 0.679 1.459  -0.745
2 C -1.317 0.838 0.209  0.073
3 O 1.827 -2.130 -1.545  -0.938
4 O 1.958 0.187 -2.001  -0.926
5 F 0.006 -0.083 -0.361  -0.601
6 S 1.103 -0.961 -1.910  1.746
7 H -1.843 1.217 2.069  0.196
8 H -0.469 0.253 2.079  0.194

Cartesian forces (eV/Å) of the 6 atoms listed first:
C 3.3 -2.2 3.2
C -0.3 0.3 -4.6
O 0.4 -1.8 0.9
O 0.2 0.6 -0.3
F -0.3 -0.1 0.7
S -0.4 1.3 -1.1

Results
LUMO level in eV: 3.8188
Energy in hartree: -725.86363
Net charge: -1
Kohn-Sham gap in eV: 8.10
ΔE to the lowest compared entry with this formula, charge and spin in kJ/mol: 343.74
Molar mass in u: 109.101
HOMO energy in eV: -4.28


C2H2FO2S | the ωB97M-V functional and the def2-TZVPD basis

Each line ends with the natural charge from an NBO analysis.
Atoms and positions in Å:
1 C 0.098 1.030 -0.861  0.263
2 C -1.897 -1.640 -0.180  -0.558
3 O -0.797 -2.605 -0.112  -0.741
4 O -1.214 -1.954 2.338  -1.013
5 F 1.052 1.862 -0.277  -0.394
6 S -0.683 -1.540 1.058  1.307
7 H -0.779 1.718 -0.763  0.027
8 H -1.755 -0.927 -0.952  0.108

Cartesian forces (eV/Å) of the 6 atoms listed first:
C 1.3 1.3 0.3
C -1.3 0.0 1.3
O 0.8 -1.9 -1.3
O -0.3 -0.7 1.9
F -1.1 -1.2 -0.5
S 0.1 2.0 -0.6

Results
LUMO level (spin up / spin down) in eV: 2.7327 / 2.7251
Energy in hartree: -725.72064
Net charge: -1
Kohn-Sham gap (spin up / spin down) in eV: 5.26 / 5.24
ΔE to the lowest compared entry with this formula, charge and spin in kJ/mol: 719.15
Molar mass in u: 109.101
HOMO energy (spin up / spin down) in eV: -2.53 / -2.52


C2H2FO3S | the ωB97M-V functional and the def2-TZVPD basis

Each line ends with the natural charge from an NBO analysis.
Atoms and positions in Å:
1 C -0.449 1.142 0.156  -0.648
2 C 0.058 0.332 1.025  0.682
3 O 1.488 -1.228 -1.690  -1.010
4 O -0.825 -1.262 -1.328  -1.023
5 O 0.608 -1.010 0.909  -0.774
6 F 0.071 0.650 2.303  -0.344
7 S 0.449 -1.759 -0.798  1.677
8 H -0.704 2.177 0.282  0.193
9 H -0.696 0.957 -0.861  0.247

Cartesian forces (eV/Å) of the 6 atoms listed first:
C -0.9 1.9 -2.1
C 1.8 -4.9 0.1
O 0.8 0.1 0.9
O -0.7 -0.3 0.7
O -1.7 4.1 -0.5
F 0.4 0.5 1.4

Results
LUMO level in eV: 4.1113
Energy in hartree: -801.20331
Net charge: -1
Kohn-Sham gap in eV: 8.59
ΔE to the lowest compared entry with this formula, charge and spin in kJ/mol: 98.58
Molar mass in u: 125.100
HOMO energy in eV: -4.48